<w>
C3H8N2 | wB97M-V/def2-TZVPD

Last column: natural (NBO) charge in e.
Atoms and positions in Å:
1 N -0.472 0.687 0.141  -0.2887
2 N -1.261 -0.328 -0.433  -0.4940
3 C 0.087 -0.556 -0.327  0.1174
4 C 0.693 -1.929 1.241  -0.6271
5 C -0.155 1.884 -0.533  -0.4473
6 H 0.866 -0.483 -1.133  0.1766
7 H -0.098 -2.573 1.573  0.2072
8 H 0.110 2.028 -1.633  0.1693
9 H 1.600 -2.193 0.668  0.2085
10 H -1.059 2.436 -0.358  0.2042
11 H 0.812 -1.076 2.085  0.2109
12 H 0.615 2.323 0.062  0.2129
13 H -1.738 -0.220 -1.355  0.3502

Summary:
M: 72.11 Da
orbital gap: 0.3559 Eh

<x>
C3H8N2 | wB97M-V/def2-TZVPD

Last column: natural (NBO) charge in e.
Atoms and positions in Å:
1 N 0.531 0.073 0.736  -0.2261
2 N 0.951 -1.132 0.248  -0.4539
3 C -0.736 2.080 0.672  -0.6477
4 C -0.265 0.763 0.003  -0.0219
5 C 0.356 -1.896 -0.820  -0.4339
6 H 0.044 2.766 0.855  0.2154
7 H 1.702 -1.529 0.855  0.3816
8 H -1.152 1.835 1.698  0.2185
9 H -0.744 -1.825 -0.626  0.1943
10 H 0.535 -1.495 -1.875  0.1850
11 H -0.480 0.644 -1.190  0.1678
12 H -1.407 2.633 0.117  0.2057
13 H 0.665 -2.918 -0.672  0.2153

Summary:
M: 72.11 Da
orbital gap: 0.3378 Eh
SMILES: C/C=N/NC

Stability summary: most stable <x>, least stable <w>.